{
  "formula": "C27H55BN3O5",
  "method": "the ωB97M-V functional and the def2-TZVPD basis",
  "spin_multiplicity": 4,
  "e_above_lowest_kj_mol": 66.7,
  "largest_force_ev_per_a": 1.9,
  "molar_mass_da": 512.6,
  "lumo_ev": [0.575, -0.098],
  "species": ["C", "C", "C", "C", "C", "B", "O", "O", "C", "C", "C", "C", "N", "O", "H", "H", "H", "H", "H", "H", "H", "H", "H", "H", "H", "H", "H", "H", "H", "H", "H", "H", "H", "C", "C", "C", "C", "C", "C", "N", "O", "C", "C", "C", "H", "H", "H", "H", "H", "H", "H", "H", "H", "H", "H", "H", "H", "H", "H", "H", "H", "H", "C", "C", "C", "C", "C", "C", "N", "O", "C", "C", "C", "H", "H", "H", "H", "H", "H", "H", "H", "H", "H", "H", "H", "H", "H", "H", "H", "H", "H"],
  "xyz": [[-4.3504, 0.8171, -1.7307], [-2.8895, 0.3777, -1.5566], [-2.0583, 1.1860, -2.5828], [-2.8472, -1.1208, -1.8702], [-1.5685, -1.8557, -1.4114], [-0.3722, -1.7917, -2.4370], [0.9458, -1.8951, -2.0170], [-0.6032, -1.7168, -3.8014], [-1.1675, -1.4472, 0.0164], [-1.2228, 0.0474, 0.2996], [-1.1446, 0.2221, 1.8287], [-0.0053, 0.7595, -0.2677], [-2.4901, 0.6753, -0.1571], [-3.4521, 0.5706, 0.6876], [-4.5130, 1.8073, -1.3314], [-4.5482, 0.8301, -2.7960], [-5.0272, 0.1024, -1.2946], [-2.7002, 1.9014, -3.0756], [-1.6943, 0.5439, -3.3674], [-1.2515, 1.7578, -2.1467], [-3.7244, -1.6122, -1.4710], [-2.9036, -1.2111, -2.9464], [-1.8460, -2.9077, -1.3480], [1.4004, -1.0371, -2.0473], [-0.2507, -0.8980, -4.1819], [-1.7722, -1.9641, 0.7517], [-0.1462, -1.7735, 0.1808], [-1.8039, -0.4597, 2.3391], [-1.3526, 1.2502, 2.0810], [-0.1350, -0.0434, 2.1084], [0.8616, 0.5675, 0.3438], [-0.1856, 1.8282, -0.2225], [0.1620, 0.5299, -1.3130], [0.0125, -1.3060, 8.5189], [-0.8844, -0.8511, 7.3498], [-2.1801, -1.6605, 7.3439], [-1.9627, -3.1163, 6.9391], [-1.2411, -3.2091, 5.5936], [0.0273, -2.3557, 5.4917], [-0.1834, -0.9798, 6.0375], [-0.7672, -0.2324, 5.1627], [1.1983, -3.0459, 6.2179], [0.4537, -2.2852, 4.0280], [-1.1928, 0.6159, 7.6299], [-0.3940, -0.9358, 9.4599], [0.0812, -2.3850, 8.6285], [1.0219, -0.9065, 8.4131], [-2.8901, -1.2006, 6.6493], [-2.6388, -1.6117, 8.3336], [-1.4014, -3.6531, 7.7084], [-2.9280, -3.6202, 6.8624], [-0.9800, -4.2497, 5.3903], [-1.9381, -2.9053, 4.8061], [2.0699, -2.3907, 6.2472], [1.4849, -3.9519, 5.6843], [0.9684, -3.3533, 7.2350], [-0.3417, -1.9310, 3.3789], [0.7255, -3.2828, 3.6841], [1.3196, -1.6347, 3.8930], [-0.2745, 1.2033, 7.6801], [-1.7020, 0.6990, 8.5895], [-1.8404, 1.0568, 6.8755], [1.3982, 1.3471, -7.0566], [1.2501, 2.2810, -5.8388], [1.9479, 3.6107, -6.1176], [3.4692, 3.4804, -6.1520], [3.9929, 2.8364, -4.8668], [3.2831, 1.5370, -4.4718], [1.7988, 1.6564, -4.5993], [1.3021, 2.2309, -3.5524], [3.8016, 0.3587, -5.3190], [3.6537, 1.1969, -3.0309], [-0.2511, 2.5035, -5.6839], [0.7461, 1.6858, -7.8611], [2.4006, 1.3245, -7.4755], [1.1097, 0.3260, -6.8031], [1.6705, 4.3347, -5.3449], [1.5848, 4.0141, -7.0649], [3.7905, 2.9047, -7.0239], [3.9153, 4.4703, -6.2626], [5.0611, 2.6347, -4.9658], [3.8889, 3.5606, -4.0528], [3.2181, -0.5418, -5.1219], [4.8378, 0.1421, -5.0607], [3.7891, 0.5457, -6.3897], [3.4489, 2.0191, -2.3483], [4.7199, 0.9824, -2.9752], [3.1126, 0.3163, -2.6797], [-0.7717, 1.5562, -5.5272], [-0.6431, 2.9573, -6.5930], [-0.4918, 3.1674, -4.8560]],
  "forces_ev_per_angstrom": [[0.4, -0.3, -0.3], [-0.7, 0.7, -0.6], [-0.1, 0.1, 0.5], [0.8, -0.3, 0.1], [-0.2, 0.4, 0.2], [0.2, -0.1, -0.3], [0.2, 0.7, 0.3], [-0.5, 0.7, 0.0], [-0.1, -0.3, -0.5], [0.5, 0.2, 1.3], [0.2, -0.2, -0.9], [-0.6, 0.6, -0.4], [-0.3, -1.3, -0.1], [0.1, 0.3, -0.1], [-0.1, 0.2, 0.2], [-0.1, 0.0, -0.3], [-0.3, 0.0, 0.4], [-0.2, 0.3, -0.1], [0.4, -0.2, -0.2], [0.2, 0.0, 0.0], [-0.2, 0.0, 0.4], [-0.2, -0.1, -0.3], [0.1, -0.3, -0.1], [0.1, -0.6, 0.0], [0.2, -0.5, -0.2], [-0.4, -0.1, 0.1], [0.2, 0.0, 0.2], [-0.4, 0.1, 0.2], [-0.1, 0.2, 0.3], [0.3, 0.1, 0.3], [0.4, -0.3, 0.0], [0.1, 0.3, 0.0], [0.3, -0.1, -0.1], [0.1, -0.2, -0.1], [0.5, 0.1, 1.4], [-0.2, -0.3, -0.3], [0.1, 0.0, 0.0], [-0.5, 0.1, 0.1], [1.2, -0.9, 0.1], [-1.7, -0.2, -0.7], [0.5, 0.3, -0.2], [0.0, 0.0, 0.3], [-0.1, 0.3, -0.2], [-0.1, 0.3, -0.3], [-0.1, 0.1, -0.1], [0.0, 0.0, 0.0], [0.0, 0.0, 0.0], [0.1, 0.1, -0.1], [0.1, 0.1, 0.1], [0.0, 0.0, 0.0], [0.0, 0.0, 0.0], [0.1, 0.0, -0.1], [0.1, 0.1, 0.0], [0.0, 0.0, 0.0], [-0.1, 0.0, -0.1], [0.0, 0.0, 0.0], [0.0, 0.1, 0.1], [0.0, -0.1, 0.1], [0.0, 0.0, 0.1], [0.0, 0.0, 0.0], [0.0, -0.1, 0.1], [0.1, -0.1, -0.1], [0.2, -0.1, 0.0], [-0.5, -0.5, -1.3], [0.4, 0.2, 0.2], [0.0, -0.1, 0.1], [-0.2, 0.5, -0.1], [0.9, -1.1, -0.3], [0.2, 1.7, 0.7], [-0.3, -0.6, 0.1], [-0.1, 0.0, -0.2], [-0.2, 0.2, 0.3], [-0.1, 0.1, 0.4], [-0.1, 0.1, 0.1], [0.0, 0.0, 0.1], [0.0, 0.0, 0.0], [0.0, -0.1, 0.1], [-0.1, -0.1, 0.0], [0.0, 0.0, 0.0], [0.0, 0.0, 0.0], [0.0, -0.1, 0.1], [-0.1, -0.1, 0.0], [0.0, 0.0, 0.0], [0.0, 0.1, 0.1], [0.0, 0.0, 0.0], [-0.1, 0.0, 0.0], [0.0, 0.0, -0.1], [0.0, 0.0, 0.0], [0.0, 0.0, 0.0], [0.1, -0.1, -0.1], [0.1, -0.1, 0.0]]
}